(1)
Here is 2 unconnected molecules or ions with the total composition C4H4FN in a non-equilibrium geometry from the OMol25 dataset. Energies are from ωB97M-V/def2-TZVPD.

ORCA input file:
```
! wB97M-V def2-TZVPD RIJCOSX def2/J DEFGRID3
* xyz 0 1
C 3.365 0.590 0.016
C 0.940 0.440 -0.994
C 2.162 0.452 -0.601
C -0.113 -0.353 -0.413
N 4.432 0.819 0.438
F 2.335 -1.647 1.084
H 0.664 0.918 -1.888
H -1.041 0.014 -0.578
H 0.139 -0.515 0.717
H -0.149 -1.298 -0.937
*
```

## Properties
HOMO level (spin up / spin down): -9.8 / -9.8 eV
Kohn-Sham gap (spin up / spin down): 6.381 / 6.388 eV
LUMO (spin up / spin down): -3.46 / -3.45 eV

***

(2)
Here is 2 unconnected molecules or ions with the total composition C4H4FN in a non-equilibrium geometry from the OMol25 dataset. Energies are from ωB97M-V/def2-TZVPD.

ORCA input file:
```
! wB97M-V def2-TZVPD RIJCOSX def2/J DEFGRID3
* xyz 0 1
C 2.013 -0.880 -0.117
C 1.375 0.220 -0.248
N 0.890 1.321 -0.435
H 1.754 -1.706 -0.893
H 2.610 -1.220 0.770
H -0.103 1.500 -0.268
C -2.137 0.737 -0.034
C -2.084 -0.302 0.551
F -2.238 -1.467 1.059
H -2.080 1.797 -0.386
*
```

## Properties
HOMO level: -9.0 eV
Kohn-Sham gap: 9.653 eV
LUMO: 0.68 eV

***

Calculated values (kJ/mol) of energy above the lowest of the compared OMol25 structures with the same formula, charge and spin for the records, taken in order: 561.5, 412.9.
Calculated values (eV) of E_tot for the records, taken in order: -8413.977, -8415.517.